[1]
Computed, not measured: a cluster of 2 separate species, C28H46BF4IN2O6 in total, with ωB97M-V/def2-TZVPD.

Each line ends with the Löwdin charge.
Cartesian coordinates (Å):
C (-6.264, 3.270, 1.364)  0.06
C (-5.582, 2.465, 0.557)  -0.14
C (-4.652, 1.892, -0.656)  -0.18
C (-3.238, 1.259, -0.093)  -0.29
C (-2.988, -0.140, -0.857)  -0.22
C (-3.475, -1.460, -0.050)  -0.14
C (-4.764, -1.260, 0.894)  -0.18
C (-4.438, -1.138, 2.481)  -0.38
C (-5.907, -1.157, 3.224)  -0.11
C (-3.667, -2.464, 3.074)  -0.10
C (-1.475, -0.433, -1.337)  -0.09
N (-0.619, 0.798, -1.561)  -0.05
C (0.677, 0.322, -2.133)  -0.12
C (1.615, -0.613, -1.235)  -0.16
C (2.338, -1.807, -2.107)  -0.17
C (3.948, -1.778, -2.010)  -0.17
C (4.544, -1.685, -0.515)  -0.15
C (4.167, -2.921, 0.451)  -0.20
O (5.118, -3.999, 0.184)  -0.08
C (4.467, -5.122, -0.433)  -0.37
C (3.323, -5.972, 0.376)  -0.01
O (4.795, -5.498, -1.611)  0.04
C (-0.558, 1.734, -0.357)  -0.33
C (-0.368, 0.928, 1.029)  -0.06
C (-0.400, 1.868, 2.383)  -0.11
C (0.481, 1.159, 3.540)  -0.36
O (0.210, -0.013, 3.972)  0.05
O (1.616, 1.828, 4.135)  0.00
N (0.344, 2.882, -0.473)  0.02
C (1.775, 2.736, -0.219)  -0.30
C (2.589, 2.443, 1.133)  0.01
O (2.553, 2.977, -1.233)  0.04
C (0.210, 3.732, -1.676)  -0.36
C (0.276, 5.351, -1.418)  -0.04
O (0.119, 3.392, -2.895)  0.06
C (-2.083, 2.388, -0.419)  -0.55
I (-2.410, 4.193, 0.743)  1.03
H (-7.034, 4.025, 1.796)  0.06
H (-4.496, 2.683, -1.475)  0.12
H (-5.308, 1.058, -1.143)  0.12
H (-3.395, 1.155, 1.054)  0.12
H (-3.638, -0.107, -1.829)  0.15
H (-3.779, -2.237, -0.869)  0.13
H (-2.652, -1.971, 0.573)  0.11
H (-5.408, -2.230, 0.785)  0.13
H (-5.461, -0.391, 0.614)  0.10
H (-3.930, -0.153, 2.789)  0.12
H (-5.817, -1.218, 4.375)  0.08
H (-6.385, -2.173, 2.898)  0.09
H (-6.609, -0.327, 2.849)  0.07
H (-2.537, -2.255, 2.894)  0.07
H (-3.838, -2.607, 4.201)  0.08
H (-3.928, -3.383, 2.429)  0.09
H (-1.026, -1.195, -0.608)  0.13
H (-1.559, -0.985, -2.363)  0.17
H (-1.104, 1.248, -2.381)  0.19
H (0.396, -0.316, -3.074)  0.15
H (1.356, 1.161, -2.578)  0.16
H (2.452, 0.068, -0.784)  0.10
H (1.124, -1.139, -0.341)  0.10
H (1.918, -2.820, -1.702)  0.11
H (1.993, -1.777, -3.223)  0.12
H (4.331, -2.784, -2.456)  0.13
H (4.399, -0.955, -2.704)  0.12
H (5.703, -1.665, -0.626)  0.14
H (4.265, -0.715, 0.056)  0.10
H (3.060, -3.237, 0.433)  0.12
H (4.379, -2.571, 1.547)  0.13
H (3.216, -5.467, 1.405)  0.08
H (2.327, -5.805, -0.188)  0.09
H (3.624, -7.077, 0.451)  0.10
H (0.666, 0.392, 1.124)  0.11
H (-1.154, 0.126, 1.260)  0.13
H (-1.481, 1.947, 2.782)  0.11
H (0.018, 2.929, 2.149)  0.08
H (1.375, 2.222, 5.014)  0.14
H (3.713, 2.732, 1.032)  0.13
H (2.591, 1.325, 1.455)  0.10
H (2.167, 3.112, 1.970)  0.08
H (-0.553, 5.916, -1.979)  0.09
H (1.304, 5.767, -1.782)  0.11
H (0.126, 5.559, -0.286)  0.04
H (-2.347, 2.731, -1.508)  0.10
B (6.933, 0.249, -4.060)  -1.11
F (6.880, -0.440, -2.791)  0.03
F (7.810, -0.458, -4.953)  0.04
F (5.609, 0.307, -4.629)  0.03
F (7.428, 1.585, -3.858)  0.04

Its gap between HOMO and LUMO is 8.055 eV. As for the net charge: 0. As for the HOMO energy: -9.35 eV. The LUMO energy comes out at -0.04743 hartree.


[2]
Computed, not measured: the molecule C4H4ClFN2, with ωB97M-V/def2-TZVPD.

Each line ends with the Löwdin charge.
Cartesian coordinates (Å):
C (-0.235, 1.204, -1.124)  -0.12
C (0.010, 0.107, -0.181)  -0.27
C (-0.010, -1.397, 1.364)  -0.17
C (-0.876, -0.647, 0.556)  -0.71
H (-0.705, 2.080, -0.610)  0.14
H (-0.855, 1.104, -2.023)  0.13
H (2.083, 0.228, -0.318)  0.19
H (-0.462, -2.171, 2.032)  0.12
N (1.276, -0.202, 0.203)  0.01
N (1.273, -1.164, 1.091)  0.03
F (1.042, 1.585, -1.585)  -0.07
Cl (-2.542, -0.726, 0.596)  0.72

Its gap between HOMO and LUMO is 10.020 eV. As for the net charge: 0. As for the energy relative to the best compared isomer or geometry (same formula, charge and spin): 6.0 kcal per mole. As for the HOMO energy: -9.23 eV. The LUMO energy comes out at 0.02892 hartree.


[3]
Computed, not measured: the molecule C4H8O2S2, with ωB97M-V/def2-TZVPD.

Each line ends with the Löwdin charge.
Cartesian coordinates (Å):
C (-1.411, -1.275, 0.358)  -0.72
C (1.169, -0.746, -0.590)  -0.48
C (-0.948, 1.105, 1.729)  -0.60
C (0.847, -0.009, -1.847)  -0.36
O (-0.190, 1.759, 2.625)  -0.06
O (1.345, 1.308, -1.858)  -0.07
S (0.236, -2.004, 0.034)  0.84
S (-1.575, -0.431, 2.015)  0.85
H (-1.651, -0.534, -0.397)  0.03
H (-2.127, -2.090, 0.368)  0.02
H (2.203, -0.768, -0.280)  0.05
H (-1.264, 1.711, 0.896)  0.08
H (-0.233, 0.085, -1.993)  0.10
H (1.253, -0.562, -2.720)  0.12
H (0.054, 1.173, 3.356)  0.09
H (2.293, 1.278, -1.693)  0.08

Its gap between HOMO and LUMO (spin up / spin down) is 6.619 / 8.070 eV. As for the net charge: 0. As for the energy relative to the best compared isomer or geometry (same formula, charge and spin): 99.6 kcal per mole. As for the HOMO energy (spin up / spin down): -6.79 / -7.56 eV. The LUMO energy (spin up / spin down) comes out at -0.00640 / 0.01880 hartree.


[4]
Computed, not measured: a cluster of 9 separate species, C7H33F9N5O7PS in total, with ωB97M-V/def2-TZVPD.

Each line ends with the Löwdin charge.
Cartesian coordinates (Å):
N (-0.609, 0.929, 4.472)  0.29
H (-1.285, 0.163, 4.457)  0.14
H (-0.451, 1.216, 3.466)  0.07
H (0.276, 0.622, 4.862)  0.14
H (-1.090, 1.673, 4.983)  0.16
N (-0.718, -0.197, -0.095)  0.27
H (-0.550, 0.499, 0.652)  0.08
H (-1.669, -0.487, -0.276)  0.06
H (-0.161, -1.061, 0.011)  0.07
H (-0.318, 0.216, -0.955)  0.08
N (0.293, -3.170, 2.797)  0.30
H (-0.275, -2.512, 3.324)  0.13
H (0.627, -2.832, 1.844)  0.08
H (-0.280, -3.996, 2.624)  0.15
H (1.139, -3.321, 3.348)  0.15
N (-0.384, -4.318, -0.977)  0.28
H (-0.408, -4.699, -0.034)  0.13
H (0.138, -4.977, -1.557)  0.15
H (0.151, -3.428, -0.892)  0.06
H (-1.341, -4.176, -1.314)  0.12
N (2.929, -0.272, 1.527)  0.32
H (2.724, -1.228, 1.199)  0.09
H (3.226, -0.215, 2.503)  0.15
H (2.151, 0.416, 1.446)  0.09
H (3.752, 0.077, 1.028)  0.16
C (2.219, -2.963, -0.400)  -0.25
O (1.066, -2.464, 0.225)  -0.46
H (2.366, -2.419, -1.337)  0.10
H (3.131, -2.902, 0.224)  0.07
H (2.149, -4.051, -0.551)  0.07
C (0.663, 2.592, 1.405)  -0.40
O (1.708, 2.266, 0.466)  -0.16
O (0.347, 1.382, 1.970)  -0.26
C (1.064, 3.785, 2.293)  -0.55
F (0.485, 3.641, 3.512)  0.12
F (2.402, 3.790, 2.512)  0.14
F (0.753, 4.960, 1.774)  0.19
C (2.053, 3.260, -0.518)  -0.23
C (3.084, 2.618, -1.414)  -0.06
H (2.792, 1.606, -1.707)  0.07
H (3.282, 3.212, -2.302)  0.09
H (3.982, 2.428, -0.818)  0.08
H (2.471, 4.157, -0.061)  0.13
H (1.132, 3.444, -1.080)  0.11
H (-0.168, 2.862, 0.740)  0.16
P (-3.498, -2.259, -0.373)  0.18
F (-4.941, -2.222, 0.344)  -0.12
F (-2.801, -1.621, 0.963)  -0.19
F (-3.195, -3.740, 0.241)  -0.17
F (-1.980, -2.315, -1.044)  -0.21
F (-4.159, -2.937, -1.649)  -0.12
F (-3.646, -0.821, -1.100)  -0.14
C (-2.531, 1.025, -4.159)  -0.16
C (-2.893, 2.390, -3.523)  -0.13
O (-1.673, 2.943, -3.019)  -0.18
S (-0.377, 2.041, -3.456)  0.67
O (0.053, 1.231, -2.355)  -0.27
O (0.570, 2.844, -4.158)  -0.19
O (-1.182, 1.178, -4.560)  -0.17
H (-3.137, 0.696, -5.000)  0.14
H (-2.629, 0.200, -3.442)  0.11
H (-3.612, 2.239, -2.725)  0.14
H (-3.212, 3.000, -4.366)  0.14

Its gap between HOMO and LUMO is 8.126 eV. As for the net charge: +2. As for the energy relative to the best compared isomer or geometry (same formula, charge and spin): 14.5 kcal per mole. As for the HOMO energy: -15.01 eV. The LUMO energy comes out at -0.25296 hartree.


[5]
Computed, not measured: a cluster of 2 separate species, C5H7NO in total, with ωB97M-V/def2-TZVPD.

Each line ends with the Löwdin charge.
Cartesian coordinates (Å):
N (1.056, 1.908, -1.203)  0.09
C (0.633, 0.717, -1.093)  -0.28
O (-2.050, 0.487, -1.245)  -0.01
C (-2.285, -0.339, -0.400)  -0.18
C (0.061, -1.326, 0.448)  -0.06
C (1.038, -1.621, -0.340)  0.01
C (0.947, -0.168, 0.060)  -0.24
H (0.784, 2.262, -2.122)  0.05
H (-2.436, -1.408, -0.648)  0.09
H (-2.375, -0.075, 0.672)  0.09
H (-0.712, -1.679, 1.114)  0.10
H (0.101, 0.174, -1.887)  0.11
H (1.601, -2.330, -0.923)  0.11
H (1.617, 0.246, 0.816)  0.12

Its gap between HOMO and LUMO is 9.989 eV. As for the net charge: 0. As for the energy relative to the best compared isomer or geometry (same formula, charge and spin): 102.8 kcal per mole. As for the HOMO energy: -9.57 eV. The LUMO energy comes out at 0.01559 hartree.


[6]
Computed, not measured: the molecule C6H4BrFN2, with ωB97M-V/def2-TZVPD.

Each line ends with the Löwdin charge.
Cartesian coordinates (Å):
C (0.834, 3.047, -0.795)  -0.26
C (-0.795, -0.157, -1.117)  -0.16
C (0.140, 1.943, -1.081)  -0.07
C (0.201, -0.405, 1.403)  -0.75
C (0.139, -1.570, 0.593)  -0.26
C (-0.785, -1.360, -0.581)  -0.06
N (1.428, 4.036, -0.769)  0.15
N (-0.042, 0.843, -0.591)  0.05
F (-1.047, 0.014, 1.785)  0.00
Br (1.619, -0.168, 2.586)  0.84
H (-1.349, 0.024, -1.999)  0.12
H (1.297, -1.638, 0.307)  0.16
H (-0.114, -2.473, 1.116)  0.12
H (-1.526, -2.137, -0.856)  0.13

Its gap between HOMO and LUMO is 6.111 eV. As for the net charge: 0. As for the energy relative to the best compared isomer or geometry (same formula, charge and spin): 89.3 kcal per mole. As for the HOMO energy: -7.50 eV. The LUMO energy comes out at -0.05091 hartree.


[7]
Computed, not measured: a cluster of 12 separate species, C4H34N2O11 in total, with ωB97M-V/def2-TZVPD.

Each line ends with the Löwdin charge.
Cartesian coordinates (Å):
C (1.559, 2.033, -0.325)  -0.29
C (0.436, 2.363, 0.680)  -0.23
C (-0.823, 1.771, 0.241)  -0.23
C (-1.594, 1.037, 1.297)  -0.27
N (-0.817, 0.108, 2.170)  -0.01
N (2.235, 0.726, -0.139)  0.00
H (1.150, 2.209, -1.329)  0.10
H (2.434, 2.768, -0.239)  0.11
H (0.872, 1.975, 1.664)  0.11
H (0.435, 3.464, 0.677)  0.12
H (-0.649, 1.043, -0.593)  0.14
H (-1.524, 2.685, 0.202)  0.14
H (-2.346, 1.619, 2.009)  0.15
H (-2.314, 0.495, 0.730)  0.09
H (-1.515, -0.249, 2.829)  0.09
H (0.064, 0.529, 2.410)  0.05
H (1.795, 0.135, 0.571)  0.06
H (2.530, 0.277, -0.999)  0.01
H (4.100, 1.256, 1.793)  0.08
H (3.404, 2.104, 2.914)  -0.04
O (3.729, 1.285, 2.736)  -0.06
H (0.314, -1.886, -2.395)  0.07
H (1.080, -2.770, -3.575)  0.08
O (0.768, -1.893, -3.284)  -0.08
H (2.293, -0.702, 4.321)  0.01
H (2.600, -1.618, 3.197)  0.14
O (1.814, -1.323, 3.829)  -0.07
H (2.822, 0.443, -3.468)  -0.03
H (2.285, -0.848, -3.156)  0.05
O (2.744, -0.058, -2.748)  -0.03
H (-1.200, 3.796, -3.099)  0.04
H (-2.292, 2.963, -2.245)  0.00
O (-1.883, 3.792, -2.414)  -0.05
H (-1.916, -2.845, -0.822)  -0.01
H (-0.506, -3.057, -1.191)  -0.02
O (-1.327, -2.879, -1.536)  0.01
H (-0.962, -1.953, 4.744)  0.04
H (0.230, -2.227, 3.896)  -0.01
O (-0.698, -2.407, 3.963)  -0.03
H (-0.082, 0.319, -4.959)  0.04
H (1.157, 0.281, -3.889)  0.05
O (0.157, 0.549, -4.061)  -0.10
H (-3.239, -3.032, 0.723)  0.00
H (-3.021, -2.845, 2.077)  -0.02
O (-3.517, -3.437, 1.545)  -0.04
H (-2.870, -0.598, -2.715)  0.05
H (-2.110, 0.693, -3.404)  -0.02
O (-2.876, 0.142, -3.364)  -0.06
H (-1.084, -2.543, 2.178)  -0.03
H (-0.725, -1.351, 1.311)  0.06
O (-1.122, -2.338, 1.242)  -0.16

Its gap between HOMO and LUMO is 8.870 eV. As for the net charge: 0. As for the energy relative to the best compared isomer or geometry (same formula, charge and spin): 98.7 kcal per mole. As for the HOMO energy: -8.78 eV. The LUMO energy comes out at 0.00329 hartree.


[8]
Computed, not measured: the molecule C10H19N3O4, with ωB97M-V/def2-TZVPD.

Each line ends with the Löwdin charge.
Cartesian coordinates (Å):
C (2.215, 0.985, -0.228)  -0.22
C (1.085, 1.245, 0.894)  -0.51
C (3.500, 0.213, 0.225)  -0.07
C (3.847, -0.980, -0.619)  -0.57
C (-0.881, 0.145, -0.280)  -0.16
C (-1.665, 1.173, -1.084)  -0.44
C (-1.738, -0.925, 0.450)  -0.36
C (-2.238, -0.692, 1.829)  -0.09
C (-2.750, -1.623, -0.455)  -0.19
C (-4.235, -0.986, -0.428)  -0.07
H (2.787, 3.009, -0.354)  0.08
H (1.510, 2.483, -1.402)  0.05
H (1.815, 0.344, -0.974)  0.08
H (3.354, -0.156, 1.321)  0.16
H (4.272, 0.864, 0.254)  0.07
H (5.169, -2.444, -0.708)  0.12
H (5.606, -1.285, 0.668)  0.15
H (-0.682, 1.244, 1.444)  0.17
H (-0.203, -0.381, -0.968)  0.17
H (-0.964, -1.659, 0.810)  0.15
H (-2.882, -1.491, 2.256)  0.12
H (-1.446, -0.405, 2.526)  0.09
H (-2.762, 0.190, 1.791)  0.05
H (-2.927, -2.673, 0.037)  0.13
H (-2.194, -1.891, -1.472)  0.15
H (-4.545, -0.746, 0.553)  0.04
H (-4.407, -0.193, -1.222)  0.08
H (-4.847, -1.767, -0.783)  0.04
H (-1.989, 3.012, -1.202)  0.12
N (2.445, 2.301, -1.044)  0.05
N (5.108, -1.489, -0.282)  0.11
N (-0.106, 0.892, 0.664)  0.11
O (1.493, 1.686, 1.937)  0.06
O (3.107, -1.344, -1.476)  0.08
O (-2.386, 0.904, -2.015)  0.11
O (-1.466, 2.438, -0.663)  0.13

Its gap between HOMO and LUMO is 9.494 eV. As for the net charge: 0. As for the energy relative to the best compared isomer or geometry (same formula, charge and spin): 80.7 kcal per mole. As for the HOMO energy: -8.95 eV. The LUMO energy comes out at 0.01986 hartree.


Per-record electronic energy, eV: -64687.0403 -22431.8550 -30039.4738 -74149.2273 -8831.7431 -82020.9780 -30199.4549 -23337.2445
Per-record molar mass, g/mol: 720.39 134.54 152.24 533.39 97.12 203.01 286.32 245.28